Entry 1:
Formula: C25H15BrCl2IMnN2O7S
Source: the OMol25 dataset
Level of theory: ωB97M-V/def2-TZVPD

## Properties
Charge ... -1
Frontier orbital gap (alpha / beta) ... 5.61 / 5.03 eV
LUMO level (alpha / beta) ... 1.92 / 0.67 eV
E_tot ... -6938.36779 Ha
Strongest force on any atom ... 5.9 eV/Å
Energy relative to the best compared isomer or geometry (same formula, charge and spin) ... 0.0 kcal/mol
2S+1 ... 6

CARTESIAN COORDINATES (ANGSTROEM)
Mn  0.450  0.183  0.534
Cl  1.573  -0.941  1.728
C  0.623  -1.716  2.753
C  3.080  -2.449  3.438
C  2.637  -2.849  4.793
C  1.332  -3.041  5.218
C  0.016  -2.894  4.696
Cl  -1.252  -3.507  5.704
C  -0.412  -2.228  3.459
S  -1.947  -1.899  2.825
H  2.337  -2.774  2.729
H  3.392  -2.979  5.557
H  1.292  -3.416  6.236
O  -3.490  3.653  -2.990
C  -2.653  2.909  -2.229
C  -2.961  2.513  -0.934
C  -2.036  1.765  -0.239
N  -0.846  1.409  -0.748
C  -0.588  1.780  -1.995
Br  1.056  1.246  -2.752
C  -1.442  2.529  -2.782
H  -4.283  3.860  -2.485
H  -3.899  2.781  -0.466
H  -2.222  1.441  0.775
H  -1.174  2.812  -3.788
I  6.380  1.221  1.489
C  4.364  1.724  1.700
C  3.978  2.789  2.403
C  2.553  3.005  2.645
C  1.620  2.413  1.894
C  2.002  1.563  0.711
C  3.345  0.805  1.101
C  0.183  2.367  2.339
O  -0.330  3.212  3.050
O  -0.425  1.284  1.923
H  4.700  3.436  2.884
H  2.250  3.595  3.503
H  2.198  2.182  -0.169
H  3.667  0.231  0.226
O  0.162  -3.406  0.247
C  0.610  -2.341  -0.084
O  0.364  -1.356  -0.881
C  2.159  -2.063  0.687
C  3.291  -2.754  0.291
C  4.337  -2.804  1.235
C  4.378  -2.353  2.698
C  3.656  -0.994  3.212
C  3.010  -0.262  2.164
N  4.137  -0.392  4.459
O  3.679  0.682  4.779
O  4.949  -1.029  5.114
H  3.394  -3.177  -0.698
H  5.268  -3.283  0.950
H  5.306  -2.597  3.200
H  1.037  0.101  2.479



Entry 2:
Formula: C25H15BrF7MnN2O5PSSe2Te2
Source: the OMol25 dataset
Level of theory: ωB97M-V/def2-TZVPD

## Properties
Charge ... +2
Frontier orbital gap (alpha / beta) ... 4.80 / 4.83 eV
LUMO level (alpha / beta) ... -9.03 / -9.04 eV
E_tot ... -11949.12728 Ha
Strongest force on any atom ... 1.1 eV/Å
2S+1 ... 2

CARTESIAN COORDINATES (ANGSTROEM)
Mn  0.975  -0.001  0.853
F  -3.408  6.502  0.135
C  -2.501  5.553  0.196
C  -1.187  5.824  -0.142
F  -0.832  7.034  -0.532
C  -0.256  4.805  -0.071
F  0.997  5.111  -0.434
C  -0.573  3.508  0.325
P  0.833  2.341  0.430
C  1.541  2.470  -1.248
C  2.866  2.217  -1.541
C  3.305  2.243  -2.864
C  2.439  2.541  -3.925
C  1.118  2.801  -3.666
C  0.645  2.740  -2.331
C  1.901  3.103  1.671
C  2.985  3.929  1.385
C  3.741  4.450  2.422
C  3.414  4.151  3.739
C  2.326  3.339  4.024
C  1.571  2.805  2.991
C  -1.910  3.259  0.652
Br  -2.558  1.587  1.204
C  -2.854  4.270  0.589
F  -4.120  4.049  0.896
H  3.565  1.985  -0.747
H  4.350  2.053  -3.072
H  2.818  2.600  -4.936
H  0.442  3.078  -4.465
H  -0.356  3.100  -2.120
H  3.228  4.199  0.366
H  4.578  5.098  2.201
H  4.012  4.554  4.546
H  2.067  3.112  5.049
H  0.731  2.160  3.226
O  0.433  -0.327  2.643
N  -0.704  -0.955  2.770
N  -1.207  -1.308  1.685
O  -0.624  -1.064  0.515
C  -2.487  -2.011  1.651
C  -3.080  -2.404  2.838
C  -4.296  -3.064  2.766
C  -4.894  -3.320  1.538
C  -4.278  -2.911  0.366
C  -3.060  -2.245  0.414
H  -2.605  -2.211  3.788
H  -4.775  -3.384  3.681
H  -5.845  -3.833  1.500
H  -4.746  -3.103  -0.590
H  -2.581  -1.890  -0.485
Se  -0.273  0.413  -2.561
Te  0.962  -1.020  -3.921
Te  1.895  -2.790  -1.864
Se  -0.142  -3.667  -1.307
F  5.024  -1.389  -1.316
C  4.869  -1.476  0.004
F  5.702  -0.672  0.617
F  5.028  -2.718  0.392
S  3.100  -0.932  0.400
O  2.350  -2.125  0.814
O  3.184  0.168  1.354
O  2.479  -0.457  -0.908



Entry 3:
Formula: C25H16Br3Cl3N3O5V
Source: the OMol25 dataset
Level of theory: ωB97M-V/def2-TZVPD

## Properties
Charge ... -1
Frontier orbital gap (alpha / beta) ... 5.06 / 6.47 eV
LUMO level (alpha / beta) ... 1.55 / 1.52 eV
E_tot ... -11549.52806 Ha
Strongest force on any atom ... 4.9 eV/Å
Energy relative to the best compared isomer or geometry (same formula, charge and spin) ... 0.0 kcal/mol
2S+1 ... 4

CARTESIAN COORDINATES (ANGSTROEM)
V  9.410  17.638  13.140
Br  9.511  17.449  15.686
C  11.503  17.541  15.678
Br  12.029  17.709  13.765
H  11.866  16.603  16.049
H  11.820  18.434  16.216
Br  9.333  29.182  6.907
C  9.355  27.397  7.411
C  9.335  27.033  8.777
C  9.344  25.682  9.174
C  9.355  24.692  8.164
C  9.358  25.031  6.781
C  9.342  26.373  6.410
N  9.375  23.309  8.470
N  9.392  23.057  9.714
C  9.436  21.696  10.043
C  9.478  20.705  9.075
C  9.581  19.351  9.460
C  9.653  19.060  10.815
O  9.820  17.780  11.216
C  9.558  20.085  11.807
N  9.547  19.676  13.103
C  9.412  20.587  14.094
C  9.326  21.929  13.788
C  9.362  22.372  12.460
C  9.454  21.425  11.450
H  9.319  27.841  9.525
H  9.359  25.334  10.221
H  9.389  24.222  6.042
H  9.339  26.679  5.352
H  9.427  21.084  8.055
H  9.636  18.495  8.781
H  9.401  20.210  15.110
H  9.263  22.635  14.618
H  9.320  23.433  12.201
Cl  5.195  16.033  12.308
C  5.268  17.624  13.123
Cl  4.003  17.706  14.352
Cl  5.016  18.903  11.924
C  6.619  17.707  13.756
O  6.842  17.571  14.959
O  7.541  17.935  12.777
O  10.822  15.144  14.378
C  9.905  14.826  13.607
O  9.104  15.696  12.944
C  9.562  13.428  13.289
C  10.177  12.427  14.058
C  9.895  11.092  13.789
C  9.018  10.755  12.754
C  8.416  11.765  11.996
C  8.687  13.110  12.253
H  10.884  12.710  14.848
H  10.335  10.306  14.411
H  8.805  9.709  12.531
H  7.704  11.494  11.204
H  8.195  13.906  11.667



Entry 4:
Formula: C25H16BrF2MoN6O11
Source: the OMol25 dataset
Level of theory: ωB97M-V/def2-TZVPD

## Properties
Charge ... +1
Frontier orbital gap (alpha / beta) ... 6.25 / 7.41 eV
LUMO level (alpha / beta) ... -4.78 / -4.67 eV
E_tot ... -4960.01148 Ha
Strongest force on any atom ... 0.4 eV/Å
Energy relative to the best compared isomer or geometry (same formula, charge and spin) ... 28.4 kcal/mol
2S+1 ... 3

CARTESIAN COORDINATES (ANGSTROEM)
Mo  -0.156  -0.089  -0.099
F  -1.117  3.072  4.202
C  -1.024  1.821  3.743
C  -0.680  1.621  2.416
C  -0.597  0.318  1.946
C  -0.829  -0.769  2.790
C  -1.159  -0.504  4.116
F  -1.372  -1.513  4.971
C  -1.272  0.778  4.613
C  -0.637  -2.095  2.193
C  -0.839  -3.320  2.815
C  -0.559  -4.486  2.126
C  -0.062  -4.417  0.834
C  0.111  -3.175  0.266
N  -0.190  -2.043  0.918
H  -0.419  2.468  1.790
H  -1.523  0.952  5.650
H  -1.205  -3.357  3.827
H  -0.715  -5.444  2.604
H  0.197  -5.303  0.274
H  0.520  -3.060  -0.727
Br  0.981  0.215  -3.550
C  -0.355  -1.051  -3.186
C  -0.789  -1.867  -4.223
C  -1.862  -2.709  -4.008
C  -2.516  -2.675  -2.782
C  -2.020  -1.838  -1.813
N  -0.922  -1.082  -1.981
C  -2.761  -1.575  -0.530
O  -3.759  -2.165  -0.220
O  -2.213  -0.593  0.166
H  -0.295  -1.810  -5.181
H  -2.212  -3.353  -4.803
H  -3.405  -3.251  -2.570
N  -3.312  1.864  0.592
C  -3.373  2.198  -0.862
C  -2.136  1.652  -1.576
O  -2.188  1.399  -2.748
O  -1.088  1.552  -0.787
H  -4.158  2.136  1.090
H  -2.502  2.315  1.029
H  -3.139  0.839  0.686
H  -3.420  3.279  -0.982
H  -4.263  1.746  -1.291
O  6.606  3.535  -1.642
N  6.271  2.374  -1.574
O  6.958  1.419  -1.863
C  4.907  2.093  -1.086
C  4.500  0.776  -0.971
C  3.222  0.547  -0.511
C  2.340  1.579  -0.165
O  1.151  1.292  0.335
C  2.804  2.888  -0.314
C  4.088  3.152  -0.757
N  1.954  4.038  0.037
O  2.520  5.058  0.356
O  0.749  3.891  -0.026
N  2.734  -0.769  -0.307
O  3.423  -1.783  -0.416
O  1.403  -0.901  -0.776
H  5.160  -0.043  -1.219
H  4.440  4.170  -0.838



Question: Look up the E_tot of the first one.
Answer: -6938.36779 Ha